No. 1
Density functional theory data (ωB97M-V/def2-TZVPD) for the molecule C3H3NO at a distorted geometry.

## Properties
- HOMO-LUMO gap (eV) = 11.296
- HOMO (eV) = -10.49
- total charge = 0
- LUMO level (eV) = 0.809

Element x y z (Å)
C -1.88357 0.05352 0.04323
C 1.50918 0.20522 -0.08752
C 0.25948 -0.18557 0.08280
N -2.85970 -0.50005 -0.13138
O -0.79599 0.77904 0.25484
H 2.36342 -0.37035 -0.12519
H 1.60809 1.25156 -0.14803
H -0.20090 -1.23338 0.11125

---

No. 2
Density functional theory data (ωB97M-V/def2-TZVPD) for the molecule C3H3NO at a distorted geometry.

## Properties
- HOMO-LUMO gap (alpha / beta) (eV) = 7.764 / 7.773
- HOMO (alpha / beta) (eV) = -7.34 / -7.35
- total charge = 0
- LUMO level (alpha / beta) (eV) = 0.420 / 0.421

Element x y z (Å)
C 0.01352 -0.83595 -0.02347
C 0.08136 0.78422 -0.05556
C 1.01190 -0.01355 -0.68697
N -1.11014 -0.02967 -0.14673
O -2.34036 -0.03802 0.08115
H 0.04020 -1.74586 0.69252
H 0.15503 1.77812 0.53998
H 2.14848 0.10071 -0.40093

---

No. 3
Density functional theory data (ωB97M-V/def2-TZVPD) for the molecule C3H3NO at a distorted geometry.

## Properties
- HOMO-LUMO gap (alpha / beta) (eV) = 7.738 / 7.735
- HOMO (alpha / beta) (eV) = -7.94 / -7.94
- total charge = 0
- LUMO level (alpha / beta) (eV) = -0.206 / -0.207

Element x y z (Å)
N -1.54787 -0.46687 1.04531
C -0.62619 -0.55626 0.25635
C 0.31376 -0.44850 -0.71592
C 1.10070 0.87217 -0.38087
O 1.64478 -0.43397 -0.25712
H 0.05026 -0.69484 -1.73659
H -1.86620 0.50791 1.12132
H 0.93075 1.22035 0.66752